{"formula": "C32H40N6O2PS3SiTc", "method": "the ωB97M-V functional and the def2-TZVPD basis", "elements": ["Tc", "C", "C", "C", "C", "C", "N", "C", "C", "C", "C", "C", "C", "C", "N", "C", "C", "C", "N", "C", "C", "N", "C", "C", "C", "N", "H", "H", "H", "H", "H", "H", "H", "H", "H", "H", "H", "H", "H", "H", "H", "H", "H", "H", "C", "Si", "C", "C", "C", "C", "C", "C", "N", "C", "S", "H", "H", "H", "H", "H", "H", "H", "H", "H", "H", "H", "H", "C", "C", "O", "P", "S", "S", "O", "C", "C", "H", "H", "H", "H", "H", "H", "H", "H", "H", "H"], "coordinates": [[0.2345, -0.0702, 0.9357], [0.3813, -4.3623, -4.3091], [-0.0413, -3.6041, -3.0876], [-1.2666, -2.9432, -3.0483], [-1.6474, -2.2372, -1.9322], [-0.8224, -2.1393, -0.8033], [-1.2178, -1.3711, 0.2833], [-2.4654, -1.5952, 0.7841], [-3.1810, -2.7696, 0.4558], [-4.4804, -2.9793, 0.8411], [-5.1519, -2.0374, 1.6126], [-6.5846, -2.2207, 2.0101], [-4.4265, -0.9486, 2.0653], [-3.1027, -0.7203, 1.7024], [-2.4031, 0.3052, 2.3634], [-2.9311, 1.2699, 3.1443], [-1.9012, 1.8594, 3.8425], [-0.7567, 1.1862, 3.4286], [-1.0672, 0.2634, 2.5229], [0.4180, -2.8062, -0.8388], [0.7834, -3.5199, -1.9795], [1.2905, -2.7822, 0.2672], [2.3268, -3.6158, 0.4997], [2.8851, -3.2695, 1.7069], [2.1228, -2.1962, 2.1619], [1.1699, -1.9066, 1.2789], [-0.4831, -4.8153, -4.7891], [1.0944, -5.1449, -4.0601], [0.8521, -3.6883, -5.0266], [-1.9251, -2.9737, -3.9025], [-2.5860, -1.7062, -1.9093], [-2.6859, -3.5288, -0.1319], [-4.9816, -3.8906, 0.5476], [-7.0274, -3.0567, 1.4745], [-7.1598, -1.3217, 1.7945], [-6.6573, -2.4167, 3.0803], [-4.9100, -0.2799, 2.7592], [-3.9706, 1.5253, 3.1399], [-1.9829, 2.6661, 4.5410], [0.2672, 1.3506, 3.7056], [1.7399, -4.0139, -2.0238], [2.6146, -4.3862, -0.1822], [3.7329, -3.7173, 2.1809], [2.2110, -1.6368, 3.0714], [6.3520, 2.5677, -0.2408], [5.6272, 0.9409, 0.4559], [6.7816, -0.5332, 0.0544], [5.5009, 1.0373, 2.3506], [4.0324, 0.5488, -0.5061], [4.0882, 0.2306, -1.8551], [2.9330, -0.0915, -2.5642], [1.7388, -0.1857, -1.8772], [1.6638, 0.0493, -0.5706], [2.7664, 0.4860, 0.0878], [2.3844, 0.9430, 1.6942], [7.3080, 2.7924, 0.2249], [5.6864, 3.4064, -0.0518], [6.5129, 2.5051, -1.3141], [7.7563, -0.3946, 0.5106], [6.9339, -0.6528, -1.0135], [6.3687, -1.4635, 0.4349], [6.4913, 1.1320, 2.7878], [5.0370, 0.1472, 2.7635], [4.9092, 1.8863, 2.6737], [5.0415, 0.2375, -2.3631], [2.9664, -0.2837, -3.6267], [0.8159, -0.4554, -2.3750], [-5.3244, 3.5062, 0.6657], [-4.2456, 3.6863, -0.3857], [-3.0169, 3.1843, 0.1205], [-2.0405, 2.3717, -0.9045], [-0.4020, 2.1967, 0.2780], [-2.9431, 0.9135, -1.8346], [-1.6766, 3.4892, -2.0136], [-1.0323, 4.6875, -1.5970], [0.4213, 4.6984, -2.0321], [-6.2552, 3.9357, 0.3046], [-5.0307, 4.0007, 1.5887], [-5.4683, 2.4467, 0.8608], [-4.1210, 4.7469, -0.6366], [-4.5146, 3.1429, -1.2998], [-1.0905, 4.7759, -0.5064], [-1.5824, 5.5147, -2.0586], [0.9631, 3.9004, -1.5294], [0.8672, 5.6546, -1.7725], [0.4888, 4.5431, -3.1053]], "atomic_forces_ev_per_a": [[-0.717, 0.500, -0.096], [0.042, 0.092, -0.013], [0.057, -0.011, 0.205], [0.022, 0.038, 0.142], [0.294, 0.044, -0.121], [0.312, -0.347, -0.218], [0.678, 0.572, -0.001], [-0.622, -0.026, 0.453], [0.201, 0.200, 0.057], [-0.148, 0.201, 0.121], [0.119, 0.004, -0.087], [0.068, 0.046, 0.121], [0.094, -0.097, -0.048], [-0.282, -1.067, -0.572], [-0.152, 0.637, 0.268], [0.418, 0.183, -0.094], [-0.060, -0.152, 0.022], [-0.353, 0.142, 0.168], [0.242, -0.232, 0.517], [-1.006, 0.226, -0.624], [-0.009, 0.057, -0.062], [0.451, -0.506, 0.194], [0.051, 0.197, 0.212], [-0.103, 0.046, -0.016], [-0.099, -0.299, -0.144], [0.424, -0.147, 0.443], [0.002, -0.066, -0.088], [0.048, -0.066, -0.035], [0.022, -0.048, -0.093], [-0.081, -0.033, -0.147], [-0.013, -0.033, 0.003], [-0.008, 0.038, 0.005], [-0.065, -0.081, -0.051], [-0.086, -0.028, 0.001], [-0.122, 0.005, -0.014], [-0.133, -0.041, 0.056], [-0.040, 0.119, 0.109], [-0.178, -0.138, -0.058], [0.028, 0.153, 0.106], [0.130, 0.017, -0.073], [0.187, -0.054, 0.017], [-0.106, -0.183, -0.164], [0.126, -0.141, 0.116], [0.024, 0.185, 0.030], [-0.267, -0.661, 0.302], [0.613, -0.070, -0.033], [-0.372, 0.642, 0.108], [-0.071, 0.043, -0.621], [0.201, 0.000, 0.254], [-0.172, 0.037, 0.146], [-0.029, -0.024, -0.012], [-0.013, -0.100, -0.465], [0.788, 0.096, -0.292], [0.122, -0.074, -0.242], [-0.738, 0.197, 0.516], [0.158, 0.002, 0.096], [-0.141, 0.068, 0.042], [-0.010, -0.051, -0.161], [0.217, 0.062, 0.111], [0.016, -0.007, -0.229], [-0.148, -0.115, 0.088], [0.285, 0.007, -0.076], [-0.076, -0.160, 0.009], [-0.086, 0.139, 0.024], [0.120, 0.034, -0.152], [-0.051, -0.027, -0.006], [-0.050, -0.034, 0.011], [0.345, 0.035, -0.216], [-0.548, 0.092, -0.254], [0.492, -0.319, -0.145], [-0.619, 0.019, -0.186], [0.141, -0.119, -0.010], [0.352, 0.344, 0.374], [-0.176, -0.499, 0.099], [0.360, 0.447, 0.185], [-0.274, -0.134, 0.022], [-0.147, 0.027, 0.044], [-0.037, 0.067, 0.113], [-0.072, -0.134, 0.030], [0.048, -0.109, 0.027], [-0.002, 0.118, 0.106], [-0.078, 0.165, -0.126], [0.033, -0.087, 0.116], [0.060, 0.003, 0.014], [0.122, 0.125, -0.009], [0.046, 0.051, -0.144]], "mulliken_charge": [0.020, -1.676, 0.329, -1.274, 0.240, 0.078, 0.963, 0.600, -0.527, -1.193, 0.199, -1.608, -0.803, 0.467, 0.618, -0.094, -1.104, -0.393, -0.167, 0.584, -0.930, 0.506, -0.075, -1.350, -0.490, 0.085, 0.408, 0.384, 0.275, 0.437, 0.664, 0.414, 0.349, 0.367, 0.348, 0.334, 0.413, 0.303, 0.472, 0.475, 0.298, 0.446, 0.491, 0.594, -1.145, 0.215, -1.128, -1.056, 0.412, -0.075, -1.376, -0.905, 0.370, 0.456, -0.522, 0.321, 0.349, 0.348, 0.355, 0.345, 0.313, 0.379, 0.291, 0.336, 0.369, 0.459, 0.769, -1.135, -0.385, -0.145, 0.669, -0.279, -0.467, -0.355, -0.443, -0.937, 0.427, 0.294, 0.152, 0.205, 0.454, 0.427, 0.411, 0.065, 0.374, 0.312], "spin_multiplicity": 3, "e_lumo_ev": [0.4, -0.4], "total_energy_ha": -3628.79737}